Entry 1:
# C16H18FN3NaO3

A molecular structure, C16H18FN3NaO3 in a non-equilibrium geometry (ωB97M-V/def2-TZVPD, the OMol25 dataset).

Structure (ORCA input):
```
! RIJCOSX wB97M-V def2-TZVPD def2/J DEFGRID3
* xyz 1 1
Na -1.591 -5.067 3.978
C -0.046 2.341 2.598
C 1.024 1.267 2.570
N 0.457 -0.079 2.458
C 0.137 -0.740 3.591
C -0.391 -1.992 3.685
C -0.657 -2.465 5.129
O -0.388 -1.660 6.012
O -1.128 -3.630 5.254
C -0.620 -2.707 2.458
O -1.055 -3.869 2.326
C -0.312 -1.965 1.218
C -0.555 -2.577 -0.016
C -0.312 -1.907 -1.173
F -0.495 -2.529 -2.363
C 0.148 -0.577 -1.187
C 0.391 0.035 0.028
C 0.198 -0.664 1.235
N 0.326 0.119 -2.397
C 1.326 1.146 -2.522
C 0.643 2.481 -2.760
N -0.438 2.284 -3.840
C -0.297 0.970 -4.577
C -0.433 -0.180 -3.594
H 0.401 3.332 2.667
H -0.707 2.211 3.454
H -0.661 2.301 1.697
H 1.636 1.273 3.472
H 1.722 1.410 1.744
H 0.330 -0.219 4.522
H -0.917 -3.595 -0.037
H 0.675 1.077 0.051
H 2.046 0.916 -3.315
H 1.920 1.217 -1.612
H 1.299 3.275 -3.111
H 0.106 2.814 -1.874
H -0.398 3.052 -4.508
H -1.361 2.332 -3.408
H 0.672 1.023 -5.067
H -1.074 0.944 -5.338
H -0.127 -1.093 -4.112
H -1.490 -0.309 -3.339
*
```

Summary:
- Kohn-Sham gap: 6.8683 eV
- HOMO energy: -10.4 eV

natural (NBO) population analysis, charges in e, atoms 1 to 8: 0.9718, -0.6228, -0.2059, -0.3759, 0.1306, -0.3105, 0.7786, -0.6874


Entry 2:
# C16H18LuN2O5

A molecular structure, C16H18LuN2O5 in a non-equilibrium geometry (ωB97M-V/def2-TZVPD, the OMol25 dataset).

Structure (ORCA input):
```
! RIJCOSX wB97M-V def2-TZVPD def2/J DEFGRID3
* xyz 3 1
Lu -1.023 0.287 -3.961
O -1.187 -3.200 -3.276
C -1.106 -2.123 -3.718
C -0.702 2.510 -3.005
O -0.541 3.551 -2.492
C -3.330 0.689 -3.246
O -4.352 0.748 -2.716
C 1.380 0.064 -3.611
O 2.506 -0.074 -3.376
C -1.655 0.032 -7.432
H -0.799 -0.635 -7.588
H -2.629 -0.453 -7.300
C -1.513 1.352 -7.383
H -2.363 2.018 -7.205
H -0.535 1.830 -7.493
C 3.555 1.011 4.084
C 2.074 0.872 4.410
N 1.295 0.112 3.479
C 1.111 -1.331 3.864
C 0.220 -1.469 5.093
C 1.104 0.584 2.166
O 1.682 1.583 1.776
C 0.038 -0.003 1.213
C -1.097 -0.654 1.725
C -1.992 -1.108 0.749
C -1.873 -0.850 -0.622
N -0.860 -0.082 -1.110
C 0.071 0.314 -0.171
H 4.026 0.030 3.928
H 4.164 1.515 4.860
H 3.666 1.603 3.165
H 2.000 0.457 5.417
H 1.690 1.887 4.492
H 0.675 -1.865 3.003
H 2.101 -1.795 4.078
H -0.705 -0.908 4.932
H -0.036 -2.525 5.245
H 0.702 -1.080 5.998
H -1.187 -0.809 2.807
H -2.837 -1.684 1.073
H -2.657 -1.294 -1.278
H 0.921 0.891 -0.575
*
```

Summary:
- Kohn-Sham gap (spin up / spin down): 8.0622 / 4.2125 eV
- HOMO energy (spin up / spin down): -19.2 / -16.8 eV
- Energy above the lowest of the compared OMol25 structures with the same formula, charge and spin: 0.0 kcal per mole

natural (NBO) population analysis, charges in e, atoms 1 to 8: 1.4175, -0.3155, 0.3889, 0.4062, -0.3120, 0.4029, -0.3078, 0.4010


Entry 3:
# C16H18N2O3S2

A single C16H18N2O3S2 molecule in a non-equilibrium geometry (ωB97M-V/def2-TZVPD, the OMol25 dataset).

Structure (ORCA input):
```
! RIJCOSX wB97M-V def2-TZVPD def2/J DEFGRID3
* xyz 0 1
C -4.945 -3.447 -0.374
C -4.231 -2.197 -0.004
C -3.096 -2.067 0.743
C -2.678 -0.734 0.892
C -3.498 0.154 0.248
C -3.502 1.618 0.264
O -4.525 2.270 0.223
N -2.291 2.254 0.423
C -0.994 1.819 0.169
C -0.713 0.860 -0.808
C 0.591 0.466 -1.032
C 1.617 1.035 -0.300
S 3.290 0.481 -0.604
O 4.186 1.257 0.210
O 3.525 0.436 -2.016
N 3.149 -1.116 -0.064
C 3.282 -1.213 1.377
C 4.785 -1.398 1.661
C 5.383 -1.837 0.313
C 4.165 -2.000 -0.607
C 1.360 2.010 0.643
C 0.056 2.405 0.877
S -4.822 -0.658 -0.524
H -5.030 -3.534 -1.457
H -5.954 -3.448 0.038
H -4.409 -4.312 0.008
H -2.575 -2.903 1.174
H -1.814 -0.440 1.462
H -2.387 3.228 0.685
H -1.515 0.439 -1.393
H 0.835 -0.267 -1.783
H 2.872 -0.314 1.835
H 2.705 -2.080 1.711
H 4.946 -2.139 2.442
H 5.219 -0.452 1.979
H 5.953 -2.761 0.392
H 6.034 -1.057 -0.080
H 4.357 -1.717 -1.640
H 3.774 -3.022 -0.573
H 2.188 2.450 1.177
H -0.158 3.168 1.611
*
```

Summary:
- Kohn-Sham gap: 8.9023 eV
- Structure (SMILES): Cc1ccc(C(=O)Nc2ccc(S(=O)(=O)N3CCCC3)cc2)s1
- HOMO energy: -8.8 eV
- Energy above the lowest of the compared OMol25 structures with the same formula, charge and spin: 27.0 kcal per mole

natural (NBO) population analysis, charges in e, atoms 1 to 8: -0.6428, -0.1581, -0.2849, -0.1843, -0.3507, 0.6532, -0.5796, -0.6132


Entry 4:
# C16H18N2O4S2

A single C16H18N2O4S2 molecule in a non-equilibrium geometry (ωB97M-V/def2-TZVPD, the OMol25 dataset).

Structure (ORCA input):
```
! RIJCOSX wB97M-V def2-TZVPD def2/J DEFGRID3
* xyz 0 1
C -4.589 -1.566 0.238
N -3.234 -1.655 -0.234
C -2.156 -1.419 0.514
O -2.143 -1.081 1.686
C -0.862 -1.626 -0.280
O -0.874 -1.920 -1.460
N 0.221 -1.453 0.486
C 1.579 -1.532 0.013
C 2.386 -0.313 0.427
C 3.843 -0.452 0.243
C 4.508 -0.926 -0.849
C 5.910 -0.833 -0.716
C 6.290 -0.284 0.465
S 4.943 0.138 1.442
S 1.916 1.119 -0.673
O 2.086 0.696 -2.034
O 2.673 2.255 -0.220
C 0.177 1.427 -0.358
C -0.755 1.196 -1.350
C -2.094 1.425 -1.081
C -2.501 1.877 0.169
C -3.945 2.118 0.477
C -1.540 2.108 1.150
C -0.202 1.887 0.890
H -4.554 -1.281 1.288
H -5.093 -2.529 0.142
H -5.145 -0.816 -0.326
H -3.050 -1.923 -1.194
H 0.037 -1.230 1.458
H 2.058 -2.441 0.399
H 1.537 -1.590 -1.079
H 2.146 0.006 1.442
H 4.013 -1.311 -1.720
H 6.603 -1.158 -1.472
H 7.282 -0.095 0.826
H -0.419 0.841 -2.311
H -2.829 1.250 -1.854
H -4.261 1.474 1.295
H -4.571 1.924 -0.390
H -4.097 3.150 0.791
H -1.849 2.460 2.122
H 0.554 2.083 1.634
*
```

Summary:
- Kohn-Sham gap: 9.4116 eV
- Structure (SMILES): CNC(=O)C(=O)NC[C@@H](c1cccs1)S(=O)(=O)c1ccc(C)cc1
- HOMO energy: -8.9 eV
- Energy above the lowest of the compared OMol25 structures with the same formula, charge and spin: 0.0 kcal per mole

natural (NBO) population analysis, charges in e, atoms 1 to 8: -0.4217, -0.5830, 0.5839, -0.6374, 0.6015, -0.6266, -0.5939, -0.2483


Entry 5:
# C16H18N2OS

A single C16H18N2OS molecule (ωB97M-V/def2-TZVPD, the OMol25 dataset).

Structure (ORCA input):
```
! RIJCOSX wB97M-V def2-TZVPD def2/J DEFGRID3
* xyz 0 1
C 4.698 0.895 0.697
C 4.115 0.845 -0.713
C 2.806 1.633 -0.824
C 1.728 1.108 0.126
C 1.656 -0.388 0.080
C 0.636 -1.194 0.671
C -0.577 -0.685 1.366
O -0.873 -0.976 2.505
N -1.327 0.150 0.598
C -2.595 0.672 1.052
C -3.757 0.103 0.284
C -4.818 0.898 -0.129
C -5.862 0.320 -0.832
C -5.799 -1.039 -1.103
N -4.794 -1.806 -0.717
C -3.806 -1.250 -0.041
C 0.896 -2.525 0.558
S 2.360 -2.837 -0.285
C 2.654 -1.137 -0.464
C 3.866 -0.606 -1.146
H 4.776 1.924 1.042
H 5.693 0.456 0.708
H 4.076 0.339 1.394
H 4.841 1.292 -1.401
H 2.443 1.558 -1.852
H 2.991 2.688 -0.613
H 1.951 1.415 1.153
H 0.765 1.551 -0.133
H -1.106 0.248 -0.380
H -2.671 0.390 2.109
H -2.595 1.766 0.979
H -4.827 1.955 0.100
H -6.702 0.910 -1.165
H -6.584 -1.539 -1.653
H -3.010 -1.918 0.262
H 0.299 -3.341 0.911
H 3.722 -0.648 -2.231
H 4.733 -1.227 -0.910
*
```

Summary:
- Kohn-Sham gap: 9.3803 eV
- Structure (SMILES): C[C@@H]1CCc2c(C(=O)NCc3cccnc3)csc2C1
- HOMO energy: -8.7 eV
- Energy above the lowest of the compared OMol25 structures with the same formula, charge and spin: 12.6 kcal per mole

natural (NBO) population analysis, charges in e, atoms 1 to 8: -0.6152, -0.2021, -0.3880, -0.4285, -0.0656, -0.1781, 0.6671, -0.6064


Entry 6:
# C16H18N4O2S2

A single C16H18N4O2S2 molecule in a non-equilibrium geometry (ωB97M-V/def2-TZVPD, the OMol25 dataset).

Structure (ORCA input):
```
! RIJCOSX wB97M-V def2-TZVPD def2/J DEFGRID3
* xyz 0 1
C 0.664 -5.605 1.193
N 1.523 -4.429 0.930
C 1.373 -3.265 1.836
C 0.254 -2.305 1.336
N 0.460 -1.911 -0.100
C 0.845 -0.567 -0.347
C 2.026 -0.325 -1.094
C 2.483 0.987 -1.255
C 1.729 2.022 -0.706
N 1.925 3.402 -0.708
N 0.938 4.089 -0.103
C 0.067 3.200 0.374
S -1.465 3.639 1.322
O -2.133 2.494 1.954
O -1.292 4.760 2.259
C -2.587 4.287 0.013
C -3.808 3.738 -0.410
C -4.457 4.517 -1.432
C -3.703 5.583 -1.797
S -2.179 5.691 -0.937
C 0.559 1.837 -0.010
C 0.137 0.535 0.214
C 0.765 -3.005 -1.047
C 1.771 -4.047 -0.494
H -0.340 -5.415 0.805
H 0.601 -5.828 2.266
H 1.048 -6.473 0.693
H 1.124 -3.578 2.835
H 2.297 -2.661 1.875
H 0.240 -1.391 1.973
H -0.692 -2.836 1.432
H 2.647 -1.150 -1.496
H 3.440 1.160 -1.731
H 2.645 3.847 -1.245
H -4.285 2.872 0.120
H -5.406 4.217 -1.794
H -3.979 6.311 -2.557
H -0.800 0.341 0.778
H -0.146 -3.567 -1.217
H 1.102 -2.622 -2.010
H 1.812 -4.918 -1.170
H 2.799 -3.633 -0.549
*
```

Summary:
- Kohn-Sham gap: 7.5726 eV
- Structure (SMILES): CN1CCN(c2ccc3[nH]nc(S(=O)(=O)c4cccs4)c3c2)CC1
- HOMO energy: -7.4 eV
- Energy above the lowest of the compared OMol25 structures with the same formula, charge and spin: 88.3 kcal per mole

natural (NBO) population analysis, charges in e, atoms 1 to 8: -0.4032, -0.4652, -0.2231, -0.2210, -0.4848, 0.2516, -0.2496, -0.2299


It is found that the molecular weight values, taken in the order of the records, are 342.33, 493.30, 350.46, 366.46, 286.40, 362.48 g/mol.